# C18H16F6N5O5RuSSb

C18H16F6N5O5RuSSb as an isolated structure (the ωB97M-V functional and the def2-TZVPD basis, OMol25).

```
! wB97M-V def2-TZVPD RIJCOSX def2/J DEFGRID3
* xyz 0 1
Sb -0.046 4.623 0.045
Ru -0.677 0.785 -0.301
S 2.785 -1.693 5.674
F -1.817 5.154 0.365
F 0.563 6.293 -0.525
F 1.651 3.746 -0.266
F -0.675 2.765 0.540
F -0.441 4.011 -1.723
F 0.471 4.760 1.855
O 1.650 -1.350 -1.107
O -2.404 0.609 0.701
O -4.601 1.041 0.516
O -1.969 2.168 -3.819
O -2.897 -1.457 -1.198
N -1.838 1.429 -1.647
N 3.919 0.570 5.038
N 0.796 1.299 -1.700
N 0.532 0.325 1.270
N -0.631 -1.082 -0.940
C 0.310 -0.709 2.100
C 0.116 -3.218 -1.418
C 0.526 -1.820 -1.145
C 1.090 -0.968 3.195
C 2.354 0.982 2.664
C 2.960 -0.323 4.708
C 1.551 1.149 1.566
C -1.965 -4.413 -1.717
C 2.151 -0.108 3.532
C 0.136 1.313 -3.020
C -1.213 -5.563 -1.942
C -1.768 -1.872 -1.172
C 0.864 -4.354 -1.651
C -3.464 1.056 0.121
C -1.279 -3.250 -1.447
C 0.175 -5.536 -1.906
C -3.181 1.741 -1.272
C -1.341 1.709 -2.901
H 0.162 0.303 -3.437
H 3.142 1.700 2.833
H 1.720 1.985 0.901
H 4.356 0.461 5.938
H 1.570 0.633 -1.692
H -0.540 -1.332 1.852
H 1.159 2.232 -1.494
H 0.878 -1.820 3.821
H -1.723 -6.494 -2.148
H 1.944 -4.321 -1.636
H 3.870 1.507 4.671
H 0.616 1.997 -3.720
H -3.046 -4.430 -1.758
H -3.907 1.392 -2.009
H 0.739 -6.443 -2.079
H -3.330 2.817 -1.119
*
```

Values from the calculation:
ΔE to the lowest compared entry with this formula, charge and spin = 0.394 eV
E_LUMO (spin up / spin down) = -3.39 / -3.36 eV
frontier orbital gap (spin up / spin down) = 5.958 / 5.990 eV
calculated total energy = -2678.261016 Ha

The Löwdin scheme yields these atomic charges, measured in e: number 1, Sb, carries 1.469; number 2, Ru, carries 1.514; number 3, S, carries 0.682; number 4, F, carries -0.325; number 5, F, carries -0.326; number 6, F, carries -0.373; number 7, F, carries -0.412; number 8, F, carries -0.324; number 9, F, carries -0.338; number 10, O, carries 0.069; number 11, O, carries -0.156; number 12, O, carries 0.091; number 13, O, carries 0.147; number 14, O, carries 0.148; number 15, N, carries -0.086; number 16, N, carries 0.084; number 17, N, carries -0.053; number 18, N, carries -0.088; number 19, N, carries -0.013; number 20, C, carries -0.075; number 21, C, carries -0.089; number 22, C, carries -0.416; number 23, C, carries -0.005; number 24, C, carries 0.031; number 25, C, carries -0.782; number 26, C, carries -0.090; number 27, C, carries 0.015; number 28, C, carries -0.208; number 29, C, carries -0.109; number 30, C, carries -0.052; number 31, C, carries -0.387; number 32, C, carries 0.009; number 33, C, carries -0.631; number 34, C, carries -0.082; number 35, C, carries -0.055; number 36, C, carries -0.077; number 37, C, carries -0.482; number 38, H, carries 0.131; number 39, H, carries 0.116; number 40, H, carries 0.085; number 41, H, carries 0.096; number 42, H, carries 0.087; number 43, H, carries 0.125; number 44, H, carries 0.063; number 45, H, carries 0.087; number 46, H, carries 0.110; number 47, H, carries 0.123; number 48, H, carries 0.096; number 49, H, carries 0.135; number 50, H, carries 0.127; number 51, H, carries 0.141; number 52, H, carries 0.109; number 53, H, carries 0.146